1.
{"formula": "C21H55FN3O6P", "method": "wB97M-V/def2-TZVPD", "lumo_energy_ev": 0.66, "e_homo_ev": -8.265, "smiles": "CCC[PH3]F.COCCNCCOC.COCCNCCOC.COCCNCCOC", "symbols": ["C", "C", "C", "P", "F", "H", "H", "H", "H", "H", "H", "H", "H", "H", "H", "C", "O", "C", "C", "N", "C", "C", "O", "C", "H", "H", "H", "H", "H", "H", "H", "H", "H", "H", "H", "H", "H", "H", "H", "C", "O", "C", "C", "N", "C", "C", "O", "C", "H", "H", "H", "H", "H", "H", "H", "H", "H", "H", "H", "H", "H", "H", "H", "C", "O", "C", "C", "N", "C", "C", "O", "C", "H", "H", "H", "H", "H", "H", "H", "H", "H", "H", "H", "H", "H", "H", "H"], "positions_angstrom": [[-6.73, -2.83, 10.55], [-5.67, -3.30, 11.71], [-4.10, -2.94, 11.40], [-3.82, -1.60, 10.06], [-3.57, -0.18, 9.01], [-6.67, -3.55, 9.61], [-7.82, -3.02, 11.01], [-6.70, -1.69, 10.28], [-5.73, -4.49, 11.75], [-5.99, -2.94, 12.80], [-3.47, -3.89, 11.10], [-3.64, -2.51, 12.41], [-4.44, -2.36, 9.01], [-4.69, -0.72, 10.86], [-2.41, -1.61, 10.40], [-3.84, 1.33, 5.34], [-2.62, 1.81, 5.90], [-2.01, 0.87, 6.80], [-0.71, 0.32, 6.20], [-0.98, -0.57, 5.07], [0.22, -0.92, 4.30], [0.96, 0.22, 3.57], [0.21, 0.80, 2.50], [-0.70, 1.82, 2.90], [-4.31, 2.15, 4.79], [-3.65, 0.51, 4.63], [-4.52, 1.00, 6.12], [-2.69, 0.07, 7.09], [-1.76, 1.44, 7.71], [-0.16, -0.23, 6.97], [-0.10, 1.18, 5.89], [-1.64, -0.12, 4.44], [-0.10, -1.65, 3.55], [0.93, -1.45, 4.96], [1.85, -0.22, 3.11], [1.32, 0.99, 4.26], [-0.34, 2.39, 3.76], [-1.68, 1.39, 3.10], [-0.82, 2.51, 2.06], [-0.70, 1.22, -5.25], [-0.37, 2.41, -4.55], [-1.24, 2.68, -3.45], [-0.49, 2.52, -2.12], [-0.18, 1.11, -1.85], [0.76, 0.92, -0.74], [2.18, 1.49, -0.90], [2.96, 0.83, -1.90], [2.75, 1.32, -3.22], [-0.09, 1.17, -6.16], [-0.48, 0.34, -4.64], [-1.75, 1.22, -5.54], [-2.15, 2.06, -3.48], [-1.55, 3.73, -3.55], [-1.11, 2.92, -1.31], [0.43, 3.12, -2.18], [0.23, 0.70, -2.68], [0.84, -0.16, -0.59], [0.31, 1.33, 0.18], [2.71, 1.31, 0.04], [2.19, 2.57, -1.04], [2.53, 2.39, -3.24], [1.97, 0.76, -3.72], [3.67, 1.16, -3.79], [5.63, 1.03, -9.97], [4.44, 0.46, -10.50], [4.57, -0.93, -10.82], [3.72, -1.78, -9.87], [4.30, -1.79, -8.52], [3.41, -2.37, -7.50], [2.08, -1.65, -7.23], [2.24, -0.36, -6.62], [2.47, 0.70, -7.54], [5.50, 2.11, -9.90], [5.84, 0.64, -8.97], [6.48, 0.83, -10.63], [5.62, -1.26, -10.84], [4.17, -1.05, -11.84], [3.68, -2.81, -10.24], [2.71, -1.37, -9.86], [4.51, -0.84, -8.24], [3.98, -2.40, -6.57], [3.20, -3.42, -7.77], [1.53, -2.25, -6.50], [1.44, -1.59, -8.11], [1.97, 0.54, -8.50], [3.54, 0.84, -7.68], [2.08, 1.62, -7.10]], "mulliken_charge": [-0.9692, -0.3070, -0.8164, 0.3679, -0.4077, 0.2538, 0.2950, 0.2896, 0.2255, 0.2711, 0.3680, 0.2838, 0.0703, 0.0398, 0.0490, -0.6569, -0.3525, -0.7772, -0.1487, -0.3307, -0.7762, -0.5252, -0.3473, -0.5548, 0.2356, 0.3048, 0.2886, 0.3991, 0.3239, 0.3968, 0.1577, 0.0870, 0.3864, 0.4121, 0.3692, 0.3501, 0.3201, 0.1254, 0.2867, -0.5296, -0.3313, -0.8121, -0.1892, -0.2623, -0.1341, -0.6060, -0.4385, -0.4079, 0.0235, 0.2890, 0.3913, 0.4001, 0.3814, 0.3633, 0.1817, 0.0445, 0.3693, -0.0689, 0.3643, 0.3153, 0.2712, 0.1305, 0.2696, -0.7170, -0.3332, -0.8025, -0.2043, -0.3228, -0.7733, -0.5414, -0.2858, -0.7892, 0.2363, 0.3037, 0.3382, 0.3941, 0.3901, 0.3992, 0.1699, 0.0793, 0.3774, 0.4150, 0.3572, 0.3685, 0.3909, 0.1950, 0.3519]}



2.
{"formula": "C19H39BN2O10S", "method": "wB97M-V/def2-TZVPD", "lumo_energy_ev": 0.21, "e_homo_ev": -8.674, "smiles": "C=C[C@@](CC(=O)O)(O[C@H](CCCCS(=O)(=O)O)B(O)O)[C@@H](CC(C)C)NN.CCOC(C)=O", "symbols": ["C", "C", "C", "C", "C", "O", "O", "O", "C", "C", "C", "C", "C", "S", "O", "O", "O", "B", "O", "O", "C", "C", "C", "C", "C", "N", "N", "H", "H", "H", "H", "H", "H", "H", "H", "H", "H", "H", "H", "H", "H", "H", "H", "H", "H", "H", "H", "H", "H", "H", "H", "H", "H", "H", "H", "H", "H", "H", "O", "C", "O", "C", "C", "C", "H", "H", "H", "H", "H", "H", "H", "H"], "positions_angstrom": [[-3.33, -2.99, -3.07], [-2.46, -2.45, -2.20], [-2.22, -0.97, -1.94], [-3.38, -0.19, -2.59], [-4.75, -0.32, -1.96], [-5.66, 0.42, -2.32], [-4.96, -1.26, -0.97], [-2.19, -0.90, -0.54], [-2.16, 0.42, 0.03], [-0.84, 0.53, 0.85], [-0.62, 2.00, 1.26], [0.84, 2.44, 1.09], [0.95, 3.97, 1.28], [2.39, 4.46, 2.23], [3.34, 3.40, 2.27], [2.86, 5.69, 1.66], [1.89, 4.81, 3.70], [-3.35, 0.65, 1.08], [-3.76, -0.35, 1.89], [-3.95, 1.90, 1.15], [-0.86, -0.48, -2.55], [0.32, -1.45, -2.26], [1.03, -2.08, -3.46], [2.35, -2.70, -2.96], [0.25, -3.19, -4.17], [-1.03, -0.12, -3.94], [-0.04, 0.80, -4.39], [-3.81, -3.92, -2.82], [-3.56, -2.58, -4.05], [-1.82, -3.13, -1.64], [-3.15, 0.87, -2.54], [-3.49, -0.41, -3.64], [-5.47, -1.99, -1.30], [-2.10, 1.23, -0.69], [-0.01, 0.17, 0.26], [-0.95, -0.02, 1.79], [-0.94, 2.18, 2.29], [-1.22, 2.67, 0.65], [1.11, 2.25, 0.05], [1.51, 1.91, 1.76], [0.08, 4.35, 1.80], [1.04, 4.50, 0.35], [1.98, 5.78, 3.76], [-3.13, -1.08, 1.85], [-3.59, 2.44, 1.85], [-0.61, 0.45, -2.05], [0.06, -2.26, -1.58], [1.09, -0.88, -1.74], [1.33, -1.35, -4.21], [3.14, -1.94, -2.90], [2.68, -3.44, -3.69], [2.20, -3.20, -2.01], [-0.81, -3.00, -4.28], [0.65, -3.27, -5.19], [0.45, -4.16, -3.72], [-1.13, -0.92, -4.55], [0.38, 0.51, -5.26], [-0.50, 1.68, -4.57], [1.14, -1.94, 5.11], [2.10, -1.22, 5.13], [2.26, -0.31, 4.15], [3.28, 0.70, 4.16], [4.59, 0.18, 3.62], [3.18, -1.37, 6.19], [3.38, 1.14, 5.16], [2.91, 1.48, 3.51], [4.99, -0.63, 4.24], [5.33, 0.98, 3.59], [4.46, -0.22, 2.62], [3.84, -2.18, 5.90], [2.69, -1.63, 7.13], [3.76, -0.47, 6.36]], "mulliken_charge": [-1.3640, -0.7001, 1.4789, -1.3589, 0.0737, -0.6054, -0.4405, -0.5419, -0.6805, -0.0175, -1.0615, -0.0416, -1.0455, 1.3206, -0.5824, -0.7129, -0.4852, 0.9828, -0.5595, -0.6437, 0.4137, -1.3497, 0.8794, -1.7019, -1.5970, -0.0241, -0.7586, 0.3560, 0.2657, 0.4256, 0.5817, 0.8189, 0.3323, 0.1303, 0.0304, 0.4209, 0.3356, 0.5291, 0.2148, 0.1341, 0.4175, 0.4641, 0.3570, 0.3634, 0.3011, 0.4662, 0.6211, 0.3012, 0.1163, 0.4079, 0.4684, 0.3624, 0.3004, 0.3612, 0.4062, 0.3755, 0.2053, 0.2323, -0.5752, 0.7326, -0.3013, 0.3976, -1.0730, -0.9834, 0.3449, -0.4412, 0.3632, 0.3584, 0.2968, 0.2550, 0.3079, 0.3380]}



3.
{"formula": "C27H38BMnN8S3", "method": "wB97M-V/def2-TZVPD", "lumo_energy_ev": [-8.20, -6.79], "multiplicity": 5, "charge": 2, "e_homo_ev": [-13.480, -13.847], "symbols": ["Mn", "C", "C", "C", "C", "N", "C", "C", "N", "B", "N", "C", "C", "N", "C", "S", "C", "C", "C", "C", "N", "C", "C", "N", "C", "S", "C", "C", "C", "C", "C", "S", "H", "H", "H", "H", "H", "H", "H", "H", "H", "H", "H", "H", "H", "H", "H", "H", "H", "H", "H", "H", "H", "H", "H", "H", "H", "H", "H", "H", "H", "H", "H", "H", "H", "H", "N", "C", "C", "C", "C", "N", "C", "C", "H", "H", "H", "H"], "positions_angstrom": [[0.62, -0.35, -0.25], [2.54, 0.33, 3.36], [1.51, 1.05, 4.24], [1.67, 0.55, 5.68], [1.69, 2.57, 4.21], [0.16, 0.73, 3.74], [-0.86, 0.20, 4.47], [-1.93, 0.07, 3.66], [-1.59, 0.51, 2.41], [-2.64, 0.55, 1.27], [-2.34, 1.70, 0.27], [-2.78, 2.97, 0.53], [-2.47, 3.75, -0.54], [-1.85, 2.96, -1.47], [-1.76, 1.72, -0.94], [-1.01, 0.33, -1.61], [-1.37, 3.53, -2.75], [-0.92, 2.44, -3.71], [-0.22, 4.49, -2.44], [-2.54, 4.30, -3.38], [-2.76, -0.81, 0.53], [-3.89, -1.09, -0.18], [-3.77, -2.33, -0.70], [-2.55, -2.83, -0.31], [-1.95, -1.88, 0.42], [-0.35, -1.92, 1.07], [-2.13, -4.19, -0.72], [-0.77, -4.57, -0.16], [-2.06, -4.20, -2.25], [-3.18, -5.18, -0.20], [-0.30, 0.91, 2.48], [0.59, 1.56, 1.16], [3.53, 0.40, 3.82], [2.61, 0.78, 2.37], [2.28, -0.72, 3.25], [2.67, 0.78, 6.02], [1.53, -0.52, 5.75], [0.98, 1.06, 6.35], [2.66, 2.83, 4.62], [0.92, 3.04, 4.82], [1.62, 2.96, 3.20], [-0.77, -0.04, 5.51], [-2.92, -0.30, 3.87], [-3.69, 0.77, 1.77], [-3.28, 3.23, 1.44], [-2.66, 4.79, -0.70], [0.00, 1.96, -3.36], [-0.71, 2.89, -4.68], [-1.69, 1.69, -3.85], [0.61, 3.97, -1.95], [-0.53, 5.30, -1.80], [0.15, 4.91, -3.37], [-3.42, 3.67, -3.46], [-2.25, 4.62, -4.37], [-2.80, 5.19, -2.81], [-4.71, -0.40, -0.23], [-4.45, -2.87, -1.33], [0.02, -3.92, -0.54], [-0.54, -5.58, -0.49], [-0.76, -4.56, 0.93], [-1.43, -3.39, -2.61], [-3.04, -4.10, -2.70], [-1.63, -5.14, -2.59], [-3.25, -5.13, 0.88], [-2.88, -6.18, -0.49], [-4.16, -4.99, -0.62], [6.63, -2.69, -3.09], [5.72, -2.37, -2.49], [4.57, -1.97, -1.75], [4.11, -2.71, -0.66], [2.99, -2.27, 0.02], [2.33, -1.16, -0.34], [2.78, -0.45, -1.38], [3.88, -0.81, -2.12], [4.62, -3.61, -0.34], [2.60, -2.81, 0.88], [2.23, 0.49, -1.60], [4.21, -0.21, -2.95]], "mulliken_spin": [4.0324, 0.0093, 0.0007, 0.0005, 0.0029, 0.0000, -0.0061, 0.0028, 0.0007, -0.0078, 0.0198, -0.0007, 0.0019, 0.0053, -0.0210, -0.1055, 0.0078, -0.0078, 0.0002, 0.0000, -0.0407, -0.0113, -0.0037, 0.0064, 0.0177, -0.1084, -0.0004, 0.0189, -0.0021, -0.0013, 0.0010, 0.0847, -0.0003, -0.0009, -0.0002, 0.0001, -0.0002, 0.0000, -0.0005, 0.0002, -0.0023, -0.0004, -0.0010, 0.0000, -0.0005, 0.0000, 0.0017, -0.0013, 0.0042, 0.0000, 0.0000, -0.0001, -0.0001, 0.0000, -0.0001, 0.0005, -0.0010, 0.0000, 0.0010, -0.0027, 0.0004, 0.0001, 0.0000, 0.0000, 0.0000, 0.0003, 0.0110, -0.0023, 0.0166, -0.0022, 0.0255, 0.0164, 0.0636, -0.0174, 0.0001, -0.0007, -0.0043, 0.0000]}



4.
{"formula": "C4H10N", "method": "wB97M-V/def2-TZVPD", "lumo_energy_ev": [-7.68, -5.99], "charge": 1, "e_homo_ev": [-13.588, -15.570], "e_above_lowest_kj_mol": 598.7, "symbols": ["C", "C", "C", "C", "N", "H", "H", "H", "H", "H", "H", "H", "H", "H", "H"], "positions_angstrom": [[0.66, 1.78, -1.63], [-0.42, 1.15, -1.79], [0.16, -1.85, 0.41], [-0.42, 0.15, 1.58], [-0.64, -0.71, 0.42], [1.06, 2.50, -2.31], [1.25, 1.49, -0.72], [-1.30, 0.81, -2.29], [0.45, -2.03, 1.41], [-0.38, -2.60, -0.18], [1.12, -1.73, -0.01], [0.34, 0.96, 1.36], [-1.33, 0.53, 1.88], [-0.02, -0.29, 2.42], [-0.53, -0.17, -0.53]], "nbo_charge": [-0.4526, 0.0196, -0.4654, -0.4505, -0.2532, 0.2914, 0.2606, 0.2578, 0.2354, 0.2542, 0.2496, 0.2279, 0.2452, 0.2296, 0.3505]}



5.
{"formula": "C3H9NS", "method": "wB97M-V/def2-TZVPD", "lumo_energy_ev": 0.90, "e_homo_ev": -9.138, "smiles": "C=N.CCS", "e_above_lowest_kj_mol": 140.7, "symbols": ["C", "N", "H", "H", "H", "H", "C", "C", "S", "H", "H", "H", "H", "H"], "positions_angstrom": [[1.66, -1.47, 3.27], [2.24, -1.81, 4.37], [0.59, -1.66, 3.20], [2.31, -1.39, 2.40], [0.18, -0.01, -0.51], [1.49, -2.04, 5.02], [-0.50, 1.58, -2.54], [-1.63, 0.66, -2.02], [-1.16, -0.16, -0.47], [-0.28, 2.22, -1.68], [0.32, 0.94, -2.87], [-0.82, 2.09, -3.44], [-2.59, 1.15, -1.94], [-1.80, -0.11, -2.78]], "nbo_charge": [-0.0737, -0.5722, 0.1556, 0.1692, 0.1207, 0.3210, -0.6145, -0.5075, -0.0589, 0.2148, 0.2088, 0.2157, 0.2185, 0.2026]}



Number 1: DFT total energy -51423.784 eV, molar mass 495.66 g/mol. Number 2: DFT total energy -55301.613 eV, molar mass 498.40 g/mol. Number 3: DFT total energy -105029.690 eV, molar mass 636.61 g/mol. Number 4: DFT total energy -5787.652 eV, molar mass 72.13 g/mol. Number 5: DFT total energy -15580.873 eV, molar mass 91.18 g/mol.